Computed, not measured: a structure of composition C5H12MgN2O2 at a distorted geometry, with ωB97M-V/def2-TZVPD.

Properties
- charge = 0
- electronic energy (Eh) = -657.63309
- spin multiplicity = 1
- HOMO energy (spin up / spin down) (eV) = -8.01 / -8.00

Last column: natural (NBO) charge in e.
Cartesian coordinates (Å):
Mg (-0.11, 0.74, 0.22)  1.5613
C (1.89, 0.15, -1.85)  -0.8454
H (0.86, -0.16, -1.57)  0.1424
H (2.00, 1.02, -2.48)  0.2262
H (2.50, -0.70, -2.04)  0.2271
H (2.43, 0.49, -1.04)  0.2551
H (1.57, 1.01, 0.56)  -0.6871
C (-4.36, 0.02, -0.10)  -0.6949
C (-2.93, -0.02, 0.21)  0.2890
N (-1.96, 0.49, -0.57)  -0.4631
O (-2.35, 1.12, -1.77)  -0.5827
C (-2.43, -0.55, 1.42)  -0.0331
C (-3.21, -1.16, 2.51)  -0.6700
N (-1.09, -0.36, 1.53)  -0.1696
O (-0.44, -1.02, 2.40)  -0.4441
H (-4.59, 0.45, -1.06)  0.2355
H (-4.93, 0.60, 0.63)  0.2541
H (-4.85, -0.94, -0.08)  0.2468
H (-2.71, 0.41, -2.34)  0.4591
H (-2.55, -1.51, 3.30)  0.2620
H (-3.92, -0.46, 2.98)  0.2157
H (-3.81, -2.03, 2.19)  0.2156

Computed, not measured: a cluster of 11 separate species, C39H57F5N2O31S4 in total at a distorted geometry, with ωB97M-V/def2-TZVPD.

Properties
- charge = 0
- electronic energy (Eh) = -6053.79656
- spin multiplicity = 1
- SMILES = O=[N+]([O-])c1ccccc1.O=[N+]([O-])c1ccccc1.O=C1OC[C@@H](F)O1.O=C1OC[C@@H](F)O1.O=C1OC[C@@H](F)O1.O=C1OC[C@@H](F)O1.O=C1OC[C@@H](F)O1.CCOS(C)(=O)=O.CCOS(C)(=O)=O.CCOS(C)(=O)=O.CCOS(C)(=O)=O
- HOMO energy (eV) = -10.00

Last column: Löwdin charge in e.
Cartesian coordinates (Å):
O (26.60, -17.59, 20.92)  0.0844
N (27.25, -16.77, 21.53)  -0.3468
O (28.26, -17.02, 22.16)  0.0671
C (26.71, -15.35, 21.71)  -0.1364
C (25.37, -15.09, 21.63)  0.0012
C (24.92, -13.72, 21.78)  -0.0277
C (25.89, -12.74, 22.16)  -0.0563
C (27.23, -13.16, 22.31)  -0.0977
C (27.68, -14.38, 21.94)  -0.0284
H (24.68, -15.86, 21.30)  0.1149
H (23.89, -13.40, 21.79)  0.0950
H (25.69, -11.70, 22.37)  0.0991
H (27.96, -12.40, 22.56)  0.1067
H (28.75, -14.48, 22.03)  0.1247
O (14.96, -5.96, 40.47)  0.0753
N (14.71, -4.82, 40.16)  -0.3313
O (13.82, -4.27, 40.84)  0.0400
C (15.37, -4.06, 39.11)  -0.1752
C (16.36, -4.69, 38.35)  0.0381
C (16.98, -3.93, 37.30)  -0.0482
C (16.47, -2.68, 37.04)  -0.0987
C (15.40, -2.15, 37.76)  -0.0514
C (14.86, -2.84, 38.85)  -0.0075
H (16.58, -5.75, 38.40)  0.1158
H (17.78, -4.25, 36.65)  0.1051
H (16.94, -2.12, 36.25)  0.1053
H (15.09, -1.17, 37.43)  0.1073
H (14.05, -2.42, 39.42)  0.1254
O (19.28, -3.29, 21.83)  0.1622
C (19.36, -4.11, 20.94)  -0.5134
O (18.65, -5.28, 20.73)  0.0904
C (19.50, -5.96, 19.85)  -0.1062
C (20.36, -5.02, 19.14)  -0.4162
F (20.11, -4.72, 17.91)  0.1489
O (20.29, -3.99, 20.01)  0.1578
H (20.06, -6.65, 20.49)  0.1484
H (18.94, -6.66, 19.24)  0.1506
H (21.42, -5.27, 19.25)  0.1775
O (21.24, 1.59, 33.10)  0.0919
C (21.01, 1.84, 34.32)  -0.4553
O (21.90, 1.85, 35.35)  0.0760
C (21.17, 1.92, 36.54)  -0.0665
C (19.96, 2.73, 36.04)  -0.2941
F (20.15, 4.07, 36.16)  0.0640
O (19.76, 2.27, 34.69)  0.1327
H (20.89, 0.94, 36.94)  0.1419
H (21.76, 2.48, 37.26)  0.1451
H (19.08, 2.68, 36.67)  0.1641
O (16.90, 4.34, 29.05)  0.1328
C (17.26, 4.08, 27.89)  -0.4590
O (18.48, 4.50, 27.40)  0.0735
C (18.63, 3.93, 26.14)  -0.0988
C (17.24, 3.58, 25.73)  -0.3753
F (17.21, 2.45, 25.07)  0.1096
O (16.49, 3.52, 26.92)  0.1542
H (19.14, 4.55, 25.41)  0.1435
H (19.32, 3.10, 26.29)  0.1466
H (16.76, 4.28, 25.04)  0.1730
O (28.75, -10.49, 31.62)  0.1630
C (28.70, -9.31, 31.33)  -0.4988
O (28.04, -8.37, 32.02)  0.0599
C (28.57, -7.08, 31.94)  -0.0126
C (29.19, -7.37, 30.52)  -0.4567
F (30.30, -6.74, 30.36)  0.1270
O (29.40, -8.67, 30.35)  0.1659
H (27.93, -6.22, 31.73)  0.1355
H (29.16, -6.85, 32.83)  0.1432
H (28.58, -7.14, 29.65)  0.1739
O (14.69, -4.08, 26.80)  0.1023
C (14.62, -4.41, 25.58)  -0.4445
O (15.01, -5.62, 25.02)  0.0286
C (14.09, -5.95, 23.92)  -0.0167
C (13.77, -4.49, 23.43)  -0.3039
F (12.55, -4.33, 22.95)  0.0987
O (13.87, -3.74, 24.66)  0.1032
H (14.44, -6.56, 23.09)  0.1302
H (13.23, -6.48, 24.33)  0.1344
H (14.50, -4.09, 22.72)  0.1680
C (33.20, -1.18, 33.08)  -0.0787
C (32.11, -1.42, 32.00)  -0.2593
O (30.87, -1.89, 32.55)  -0.2786
S (29.87, -0.76, 33.28)  0.6957
C (28.98, -0.21, 31.74)  -0.1003
O (28.88, -1.52, 34.07)  -0.3068
O (30.54, 0.44, 33.79)  -0.3038
H (34.13, -0.77, 32.68)  0.0749
H (33.60, -2.14, 33.40)  0.0670
H (33.01, -0.74, 34.06)  0.0710
H (31.96, -0.58, 31.32)  0.1091
H (32.57, -2.21, 31.40)  0.1176
H (28.80, -1.15, 31.21)  0.0596
H (29.61, 0.38, 31.08)  0.0668
H (28.05, 0.11, 32.20)  0.0657
C (13.61, -12.69, 23.99)  -0.0540
C (14.75, -12.05, 22.95)  -0.1432
O (15.71, -11.46, 23.95)  -0.3289
S (17.33, -11.65, 23.69)  0.7006
C (18.23, -10.81, 25.21)  -0.0633
O (17.64, -13.14, 23.72)  -0.3542
O (17.60, -10.90, 22.50)  -0.3161
H (13.13, -12.01, 24.70)  0.0632
H (13.91, -13.66, 24.40)  0.0670
H (12.77, -12.90, 23.32)  0.0532
H (15.05, -12.90, 22.34)  0.1111
H (14.26, -11.22, 22.44)  0.1038
H (17.55, -10.46, 26.00)  0.0548
H (18.79, -9.94, 24.88)  0.0506
H (19.03, -11.43, 25.61)  0.0552
C (26.91, 5.86, 31.67)  -0.0738
C (27.26, 6.54, 30.34)  -0.3175
O (26.51, 5.70, 29.51)  -0.2704
S (27.36, 5.00, 28.24)  0.6496
C (27.46, 6.54, 27.16)  -0.0849
O (28.72, 4.68, 28.62)  -0.2929
O (26.44, 4.09, 27.72)  -0.2592
H (27.10, 6.47, 32.56)  0.0768
H (27.24, 4.83, 31.74)  0.0860
H (25.83, 5.73, 31.70)  0.0759
H (27.14, 7.62, 30.27)  0.1265
H (28.31, 6.28, 30.30)  0.1031
H (27.75, 6.33, 26.13)  0.0658
H (28.11, 7.13, 27.80)  0.0512
H (26.48, 7.02, 27.11)  0.0639
C (20.93, -3.05, 28.88)  -0.0422
C (21.12, -2.54, 27.37)  -0.2173
O (21.54, -3.66, 26.56)  -0.2919
S (23.15, -3.87, 26.29)  0.6493
C (23.52, -2.49, 25.13)  -0.1041
O (23.84, -3.61, 27.52)  -0.2862
O (23.24, -5.09, 25.47)  -0.3135
H (20.11, -2.53, 29.37)  0.0673
H (21.84, -2.92, 29.47)  0.0624
H (20.79, -4.13, 28.93)  0.0739
H (20.19, -2.26, 26.88)  0.1157
H (21.78, -1.69, 27.19)  0.0965
H (22.84, -2.58, 24.29)  0.0654
H (24.49, -2.69, 24.67)  0.0701
H (23.30, -1.58, 25.70)  0.0545

Computed, not measured: a structure of composition C4H5CrO2 at a distorted geometry, with ωB97M-V/def2-TZVPD.

Properties
- charge = +2
- electronic energy (Eh) = -1349.43701
- <S²> = 8.771
- spin multiplicity = 6
- HOMO energy (spin up / spin down) (eV) = -17.16 / -18.59

Last column: Mulliken spin population.
Cartesian coordinates (Å):
C (1.84, -0.98, -1.62)  0.0039
C (1.16, 0.19, -1.01)  0.0574
C (1.03, 0.68, 0.20)  0.0318
C (-0.06, 1.11, 1.00)  0.2577
O (-0.98, 1.84, 0.59)  0.0119
Cr (-2.41, 2.79, 1.07)  4.6043
H (2.53, -1.43, -0.89)  0.0013
H (2.45, -0.60, -2.45)  0.0044
H (1.98, 1.36, -0.35)  0.0200
H (-0.12, 0.69, 2.02)  0.0061
O (0.86, -1.90, -2.04)  0.0017
H (1.29, -2.58, -2.57)  -0.0005

Computed, not measured: a structure of composition C31H37N6O2RbS2 at a distorted geometry, with ωB97M-V/def2-TZVPD.

Properties
- charge = -2
- electronic energy (Eh) = -2502.91561
- spin multiplicity = 1
- HOMO energy (eV) = -1.21

Last column: Löwdin charge in e.
Cartesian coordinates (Å):
Rb (0.05, -0.69, -0.57)  0.7654
N (-0.24, -1.51, -5.88)  -0.0021
C (0.40, -1.68, -4.65)  -0.9739
S (-0.13, -3.02, -3.67)  0.4181
N (1.29, -0.76, -4.41)  -0.0384
N (2.03, -0.95, -3.25)  -0.0228
C (2.35, 0.12, -2.62)  -0.1874
C (2.01, 1.54, -2.93)  -0.1663
C (2.47, 2.15, -4.09)  -0.0833
C (2.25, 3.50, -4.35)  -0.1564
C (1.53, 4.24, -3.41)  -0.1525
C (1.04, 3.65, -2.25)  -0.0515
C (1.24, 2.26, -1.97)  -0.4474
O (0.75, 1.69, -0.94)  -0.3018
H (-1.18, -1.89, -5.87)  0.0321
H (-0.19, -0.55, -6.19)  0.0619
H (2.92, -0.05, -1.71)  0.0978
H (3.00, 1.54, -4.81)  0.0973
H (2.61, 3.96, -5.26)  0.0668
H (1.34, 5.29, -3.58)  0.0770
H (0.46, 4.22, -1.54)  0.0916
N (1.68, -3.18, -0.71)  -0.0574
C (1.01, -4.45, -0.50)  -0.3110
C (-0.10, -4.35, 0.54)  -0.2979
N (-1.09, -3.38, 0.11)  -0.0410
H (1.98, -3.04, -1.67)  0.0141
H (2.43, -3.01, -0.05)  0.0534
H (1.69, -5.27, -0.21)  0.0943
H (0.57, -4.74, -1.46)  0.0661
H (0.33, -4.01, 1.48)  0.0985
H (-0.50, -5.36, 0.71)  0.0916
H (-1.86, -3.25, 0.76)  0.0610
H (-1.46, -3.59, -0.81)  0.0510
C (-2.14, 0.58, -3.04)  -0.1038
N (-2.65, -0.04, -1.83)  -0.3047
C (-3.68, -1.00, -2.13)  -0.1093
C (-3.07, 0.97, -0.86)  -0.2090
C (-3.44, 0.40, 0.51)  -0.3026
C (-4.78, 0.41, 0.89)  -0.1043
C (-5.17, -0.09, 2.13)  -0.1549
C (-4.19, -0.59, 2.98)  -0.1601
C (-2.85, -0.59, 2.57)  -0.2136
C (-2.39, -0.09, 1.33)  -0.1260
H (-2.93, 1.12, -3.59)  0.0825
H (-1.71, -0.19, -3.69)  0.0605
H (-1.35, 1.29, -2.79)  0.0786
H (-4.56, -0.52, -2.61)  0.0797
H (-4.02, -1.49, -1.22)  0.0799
H (-3.28, -1.75, -2.82)  0.0700
H (-3.92, 1.55, -1.27)  0.1095
H (-2.23, 1.65, -0.73)  0.1075
H (-5.54, 0.79, 0.21)  0.0868
H (-6.21, -0.09, 2.43)  0.0713
H (-4.47, -0.99, 3.96)  0.0707
H (-2.13, -1.01, 3.27)  0.0503
O (1.90, -1.67, 2.27)  -0.5233
S (1.04, -0.46, 2.47)  0.9384
C (1.07, -0.05, 4.22)  -0.3591
C (2.12, -0.50, 5.00)  -0.0662
C (2.11, -0.19, 6.36)  -0.0913
C (1.07, 0.54, 6.90)  -0.1075
C (0.01, 0.95, 6.11)  -0.0818
C (0.00, 0.65, 4.75)  -0.0722
C (2.02, 0.94, 1.89)  -0.3797
C (1.45, 2.19, 1.82)  -0.0796
C (2.19, 3.24, 1.30)  -0.0800
C (3.49, 3.01, 0.85)  -0.0816
C (4.04, 1.74, 0.91)  -0.0776
C (3.31, 0.69, 1.44)  -0.0747
H (2.91, -1.08, 4.54)  0.1101
H (2.93, -0.53, 6.99)  0.0947
H (1.07, 0.77, 7.96)  0.0917
H (-0.82, 1.50, 6.54)  0.1001
H (-0.84, 0.92, 4.11)  0.1049
H (0.40, 2.33, 2.07)  0.1200
H (1.74, 4.21, 1.19)  0.1052
H (4.05, 3.83, 0.40)  0.0999
H (5.03, 1.56, 0.52)  0.0989
H (3.69, -0.33, 1.47)  0.1048

Computed, not measured: a structure of composition C12H22MnN2O4 at a distorted geometry, with ωB97M-V/def2-TZVPD.

Properties
- charge = +4
- electronic energy (Eh) = -2030.10567
- <S²> = 3.821
- spin multiplicity = 4
- HOMO energy (spin up / spin down) (eV) = -24.77 / -25.52

Last column: Mulliken spin population.
Cartesian coordinates (Å):
Mn (-0.20, -0.05, -0.27)  1.9699
C (-2.65, -0.12, 1.10)  0.0002
C (-2.17, -1.58, 0.99)  -0.0024
O (-0.74, -1.53, 0.80)  0.0420
C (-0.10, -2.78, 0.47)  0.0003
C (1.25, -2.42, -0.18)  0.0001
O (1.07, -1.23, -0.98)  0.0020
C (1.14, -1.26, -2.42)  -0.0030
C (0.84, 0.19, -2.86)  0.0054
O (-0.11, 0.81, -1.98)  -0.0018
C (-1.42, 0.28, -2.02)  -0.0081
C (-2.30, 1.07, -1.06)  0.0073
O (-1.85, 0.75, 0.26)  0.0082
H (-2.53, 0.24, 2.13)  -0.0012
H (-3.72, -0.04, 0.85)  0.0000
H (-2.65, -2.11, 0.16)  0.0017
H (-2.42, -2.13, 1.92)  0.0014
H (-0.74, -3.36, -0.21)  0.0019
H (0.06, -3.39, 1.37)  0.0024
H (1.64, -3.26, -0.77)  0.0010
H (1.99, -2.17, 0.59)  0.0015
H (0.42, -1.98, -2.83)  0.0027
H (2.14, -1.57, -2.76)  -0.0011
H (0.48, 0.22, -3.90)  -0.0016
H (1.73, 0.83, -2.82)  -0.0011
H (-1.34, -0.76, -1.59)  -0.0232
H (-1.82, 0.24, -3.04)  0.0033
H (-3.37, 0.86, -1.20)  0.0009
H (-2.16, 2.16, -1.20)  -0.0024
C (0.03, 2.27, 2.71)  0.0207
C (1.17, 1.94, 1.89)  0.2405
N (1.22, 1.07, 0.82)  -0.0348
C (2.50, 1.12, 0.38)  0.3495
C (3.24, 2.02, 1.16)  0.3107
N (2.40, 2.49, 2.08)  -0.0185
H (-0.91, 1.87, 2.32)  0.0026
H (-0.06, 3.35, 2.87)  0.0296
H (0.15, 1.92, 3.76)  0.0457
H (2.89, 0.55, -0.45)  0.0446
H (4.28, 2.32, 1.08)  0.0073
H (2.64, 3.16, 2.81)  -0.0041

Computed, not measured: a structure of composition C16H22Cl2O2SeW at a distorted geometry, with ωB97M-V/def2-TZVPD.

Properties
- charge = -2
- electronic energy (Eh) = -4162.18834
- <S²> = 2.494
- spin multiplicity = 3
- HOMO energy (spin up / spin down) (eV) = 0.34 / 1.26

Last column: Mulliken spin population.
Cartesian coordinates (Å):
C (-0.64, 0.85, -2.45)  0.0421
C (-1.58, -0.15, -1.99)  -0.0196
C (-0.85, -1.24, -1.39)  0.0876
C (-3.02, -0.09, -2.25)  0.0143
C (0.55, -0.94, -1.46)  0.0152
C (0.70, 0.36, -2.13)  0.0954
C (1.96, 1.15, -2.21)  -0.0114
C (-0.94, 2.12, -3.14)  -0.0520
C (-1.39, -2.52, -0.93)  0.0151
C (1.69, -1.83, -1.12)  0.1192
W (-0.12, 0.80, -0.33)  2.1828
Cl (-3.12, -0.46, 1.33)  0.0295
Cl (-1.38, 2.77, 0.04)  0.0634
O (2.60, -0.62, 1.48)  -0.0095
H (-3.46, 0.87, -1.96)  0.0069
H (-3.55, -0.86, -1.68)  -0.0029
H (-3.22, -0.24, -3.32)  0.0007
H (-2.41, -2.39, -0.54)  0.0011
H (-0.80, -2.95, -0.12)  -0.0051
H (-1.41, -3.24, -1.76)  -0.0006
H (1.31, -2.73, -0.65)  0.0149
H (2.38, -1.33, -0.41)  -0.0701
H (2.27, -2.12, -2.01)  0.0158
H (2.85, 0.51, -2.25)  0.0006
H (1.93, 1.72, -1.18)  0.0254
H (1.92, 1.91, -2.99)  0.0031
H (-1.92, 2.47, -2.84)  -0.0014
H (-0.95, 1.99, -4.23)  0.0109
H (-0.20, 2.88, -2.90)  0.0070
H (2.75, -1.27, 2.19)  -0.0472
O (1.33, 1.98, 0.01)  0.0180
H (1.10, 2.93, -0.06)  0.0282
Se (0.95, 0.19, 1.93)  -0.5656
C (0.01, -1.19, 3.05)  -0.0166
C (-1.09, -0.73, 3.76)  0.0801
C (-1.79, -1.62, 4.56)  -0.0008
C (-1.37, -2.94, 4.66)  -0.0092
C (-0.26, -3.38, 3.96)  0.0045
C (0.45, -2.51, 3.13)  -0.0434
H (-1.42, 0.29, 3.62)  0.0093
H (-2.67, -1.26, 5.07)  0.0005
H (-1.92, -3.63, 5.30)  -0.0005
H (0.09, -4.42, 4.05)  0.0002
H (1.33, -2.85, 2.54)  -0.0360

- Number 4 is which compound?
  C31H37N6O2RbS2

Please write out number 1 again, unchanged.
Computed, not measured: a structure of composition C5H12MgN2O2 at a distorted geometry, with ωB97M-V/def2-TZVPD.

Properties
- charge = 0
- electronic energy (Eh) = -657.63309
- spin multiplicity = 1
- HOMO energy (spin up / spin down) (eV) = -8.01 / -8.00

Last column: natural (NBO) charge in e.
Cartesian coordinates (Å):
Mg (-0.11, 0.74, 0.22)  1.5613
C (1.89, 0.15, -1.85)  -0.8454
H (0.86, -0.16, -1.57)  0.1424
H (2.00, 1.02, -2.48)  0.2262
H (2.50, -0.70, -2.04)  0.2271
H (2.43, 0.49, -1.04)  0.2551
H (1.57, 1.01, 0.56)  -0.6871
C (-4.36, 0.02, -0.10)  -0.6949
C (-2.93, -0.02, 0.21)  0.2890
N (-1.96, 0.49, -0.57)  -0.4631
O (-2.35, 1.12, -1.77)  -0.5827
C (-2.43, -0.55, 1.42)  -0.0331
C (-3.21, -1.16, 2.51)  -0.6700
N (-1.09, -0.36, 1.53)  -0.1696
O (-0.44, -1.02, 2.40)  -0.4441
H (-4.59, 0.45, -1.06)  0.2355
H (-4.93, 0.60, 0.63)  0.2541
H (-4.85, -0.94, -0.08)  0.2468
H (-2.71, 0.41, -2.34)  0.4591
H (-2.55, -1.51, 3.30)  0.2620
H (-3.92, -0.46, 2.98)  0.2157
H (-3.81, -2.03, 2.19)  0.2156